{"formula": "H37O19", "method": "the ωB97M-V functional and the def2-TZVPD basis", "symbols": ["O", "H", "H", "O", "H", "H", "O", "H", "H", "O", "H", "H", "O", "H", "H", "O", "H", "H", "O", "H", "H", "O", "H", "O", "H", "H", "O", "H", "H", "O", "H", "H", "O", "H", "H", "O", "H", "H", "O", "H", "H", "O", "H", "H", "O", "H", "H", "O", "H", "H", "O", "H", "H", "O", "H", "H"], "positions_angstrom": [[0.299, -2.226, 0.161], [-0.278, -3.955, 2.010], [1.163, -1.912, -0.182], [3.032, -1.587, 2.074], [2.126, 4.433, -1.132], [3.068, -0.953, 2.865], [-0.134, 3.990, -2.209], [-1.216, 2.149, 1.756], [3.272, 2.100, 2.397], [-3.799, -1.394, -0.557], [-3.468, -1.560, -1.520], [-3.256, -2.076, -0.099], [-2.496, -3.078, -2.111], [-0.776, -0.834, -3.957], [-1.752, -3.227, -2.586], [-1.057, 0.755, 0.358], [-1.693, -0.067, -0.614], [-0.638, -0.010, 0.877], [3.032, 1.403, 3.085], [-3.359, 2.276, -1.294], [2.151, 1.477, 3.310], [-2.694, 2.995, -1.021], [1.721, 1.105, -1.055], [-1.230, -4.621, 0.464], [-0.577, -0.560, -1.549], [-0.432, -5.012, 0.204], [-0.972, 2.374, 2.708], [0.651, 4.386, -0.644], [-0.563, 1.557, 2.999], [4.506, 0.369, 0.146], [4.612, 1.288, 0.627], [4.627, -0.314, 0.786], [1.585, 4.530, -0.302], [-0.957, 3.909, -2.525], [2.431, -1.463, -2.122], [-1.498, -0.937, -1.385], [2.831, -1.788, -0.713], [-2.381, 2.415, -0.274], [0.926, 1.176, -1.531], [0.132, 2.963, -1.842], [-1.803, -4.708, -0.206], [-3.820, 0.587, 1.175], [-3.008, 0.707, 1.729], [-3.505, -0.041, 0.553], [2.854, -2.242, -1.679], [-2.460, -2.110, -2.101], [-0.190, -1.343, -0.047], [-0.504, -1.666, -4.037], [0.214, 1.038, -0.936], [-0.531, -1.838, -4.915], [0.025, -3.868, 2.842], [0.069, -2.954, 2.814], [2.134, -1.268, 1.723], [1.786, 3.283, 2.096], [2.121, 4.014, 1.482], [0.785, 3.433, 1.971]], "forces_ev_per_angstrom": [[0.4, 3.2, -0.2], [-2.0, -1.5, -4.8], [-0.4, -1.1, 0.2], [-2.1, 2.2, 1.0], [-0.9, 0.2, 1.3], [0.4, -1.1, -1.5], [6.0, -3.6, 3.1], [0.5, -0.1, 1.3], [-1.5, -1.5, 1.8], [0.6, -1.4, -2.0], [-2.0, 1.1, 3.3], [-0.6, 0.6, -0.4], [-3.9, -0.3, 1.4], [-1.8, 5.5, 1.0], [3.8, -1.0, -2.4], [0.7, -1.4, 0.8], [0.8, -1.5, -0.9], [-1.0, 1.9, -0.7], [4.6, -0.5, -1.4], [0.9, 1.9, 0.0], [-2.7, 1.0, 0.2], [-1.3, -3.1, 0.4], [1.6, 0.0, 1.2], [1.4, 0.8, 4.5], [-1.7, -1.1, -0.7], [1.8, -0.7, -0.7], [-0.5, 0.1, -1.4], [1.3, 0.4, 0.3], [0.1, -0.1, 0.1], [0.2, 3.8, 0.1], [-0.3, -3.2, -1.3], [-0.1, -0.6, 1.1], [-0.1, -0.1, -1.6], [-5.0, -0.6, -1.5], [0.4, -1.1, -0.2], [1.9, 3.9, 0.9], [0.9, -1.9, -3.0], [0.3, 1.1, -0.4], [-0.1, 0.5, -2.9], [-1.0, 3.7, -1.8], [-3.3, -0.2, -4.0], [0.7, 1.5, 2.3], [-1.1, 0.2, -0.6], [0.0, -1.2, -1.4], [-0.9, 3.1, 3.2], [1.3, -0.4, -0.1], [0.2, -2.8, 0.3], [1.9, -4.5, 3.2], [-1.7, -0.2, 2.1], [0.0, -1.1, -4.2], [1.4, -1.5, 4.2], [0.6, 3.1, 0.7], [1.8, -1.0, 0.4], [-1.8, 2.7, -1.6], [-0.7, -1.4, 0.9], [2.0, -0.7, 0.6]], "homo_ev": -7.24, "multiplicity": 1, "total_energy_ev": -39501.784, "total_charge": -1}